Entry 1:
Below is a 2-piece molecular cluster, H4S4 overall, with properties calculated with the ωB97M-V functional and the def2-TZVPD basis.

The calculation puts the relative energy (zero: lowest compared OMol25 entry of this formula, charge and spin) at 3.5 kcal per mole. Its SMILES is SS.SS. As for the spin multiplicity: 1. For the total energy, the calculation gives -43405.4508 eV. The value obtained for the LUMO energy is -0.006 eV.

Structure (XYZ):
```
8
H4S4 | OMol25 | the ωB97M-V functional and the def2-TZVPD basis
S 2.211 -1.069 -0.686
S -0.327 1.645 -0.396
S 1.409 -2.934 -0.160
S -1.882 0.985 0.816
H -2.198 2.050 1.584
H 1.081 -0.421 -1.038
H 0.929 -2.558 1.044
H -1.222 2.302 -1.165
```

Entry 2:
Below is a 2-piece molecular cluster, C2H7PS overall, with properties calculated with the ωB97M-V functional and the def2-TZVPD basis.

The calculation puts the relative energy (zero: lowest compared OMol25 entry of this formula, charge and spin) at 66.1 kcal per mole. As for the spin multiplicity: 1. For the total energy, the calculation gives -22308.7891 eV. The value obtained for the LUMO energy is -0.215 eV.

Structure (XYZ):
```
11
C2H7PS | OMol25 | the ωB97M-V functional and the def2-TZVPD basis
S -1.292 2.133 -0.412
P -1.355 0.072 -0.709
C -0.291 -0.772 0.645
C 1.180 -0.516 0.464
H 1.442 0.590 0.660
H 1.770 -0.993 1.277
H -0.789 -0.658 1.655
H 1.508 -0.674 -0.582
H -0.487 -1.882 0.460
H -2.007 2.308 -1.439
H 0.321 0.391 -2.018
```

Number 1: maximum force 0.02473 hartree/bohr. Number 2: maximum force 0.06633 hartree/bohr.